#i
C5H10N2 | ωB97M-V/def2-TZVPD

For the LUMO energy, the calculation gives 0.039 Ha. The HOMO-LUMO gap comes out at 9.2163 eV. Its spin multiplicity is 1.

CARTESIAN COORDINATES (ANGSTROEM)
N (-1.44182, -0.52471, 0.65141)
N (1.03356, 0.19673, -1.71908)
C (1.46185, -1.14572, 0.31649)
C (-0.16473, 0.91823, -1.40157)
C (1.11498, 0.19633, -0.29423)
C (-1.89897, 0.85436, 0.49740)
C (-0.44018, 0.51775, 0.48254)
H (1.76069, 1.00231, 0.05124)
H (-1.56392, -0.97880, -0.25198)
H (0.76848, -0.73389, -2.03620)
H (0.15018, 1.96946, -1.25845)
H (0.74109, -1.91896, 0.03871)
H (2.45089, -1.44276, -0.04967)
H (-2.37187, 1.14686, -0.43170)
H (0.01299, 0.78047, 1.44539)
H (1.49470, -1.08688, 1.40693)
H (-2.31517, 1.28655, 1.40551)

=====

#ii
C5H10N2 | ωB97M-V/def2-TZVPD

For the LUMO energy, the calculation gives 0.037 Ha. The HOMO-LUMO gap comes out at 8.8623 eV. Its spin multiplicity is 1. The SMILES is N[C@@H]1CCN2C[C@@H]12.

CARTESIAN COORDINATES (ANGSTROEM)
N (-0.81858, 1.63853, 1.37207)
N (0.42678, -0.57927, -1.18241)
C (-0.94151, -0.75937, 0.75209)
C (-0.84252, 0.73012, 0.32248)
C (0.59965, 0.44937, -0.32835)
C (1.57041, 0.34398, -1.47937)
C (-0.13870, -1.62585, -0.24118)
H (0.94443, 0.23459, 0.67949)
H (2.67975, 0.00348, -1.52886)
H (-1.98560, -0.95470, 0.94520)
H (0.58885, -2.17445, 0.36779)
H (1.25240, 0.99535, -2.38398)
H (-0.53860, -2.23934, -0.91539)
H (-0.35968, -1.06246, 1.72153)
H (0.12661, 1.43189, 1.78746)
H (-1.08007, 2.74331, 0.81358)
H (-1.48362, 0.82482, -0.70215)

=====

What should be chosen as the least stable of them? Choose #ii.